Entry 1:
# C24H21N6O5Rh

C24H21N6O5Rh as an isolated structure (ωB97M-V/def2-TZVPD, the Open Molecules 2025 dataset).

Geometry (Å):
N  -0.495  2.673  -2.008
N  -0.100  0.080  1.348
H  0.656  5.128  -4.735
N  1.571  -4.462  0.146
H  4.571  0.493  -0.648
H  2.933  -0.150  3.974
H  -0.180  -3.483  0.897
C  0.127  3.102  -4.255
C  0.118  4.869  -2.671
C  2.594  -4.021  -0.668
H  5.344  -0.113  3.544
C  0.716  -3.425  0.298
C  4.645  0.013  2.725
C  4.220  0.345  0.367
H  -3.674  -0.590  -0.624
H  2.842  -2.024  -1.579
C  -5.981  0.832  0.976
C  1.465  -5.760  0.778
C  2.316  0.141  1.917
H  -0.469  4.211  -0.667
H  2.100  -5.822  1.662
H  -5.199  2.296  3.932
C  0.993  0.108  2.276
C  -0.291  3.974  -1.704
O  -2.130  -0.548  -0.028
H  3.415  -4.658  -0.946
C  -5.068  1.753  3.005
O  -4.627  -0.326  -0.543
O  0.964  -2.060  -4.632
N  1.121  -2.372  -0.360
C  0.401  -1.512  -3.728
O  2.052  0.525  -0.471
C  5.119  0.188  1.410
H  0.290  2.708  -5.249
C  0.331  4.437  -3.968
H  -2.956  1.455  3.272
H  -6.811  0.643  0.307
N  -1.244  0.375  1.895
H  0.718  0.033  3.321
H  0.432  -5.930  1.072
H  1.755  -6.537  0.074
O  -0.884  1.864  -1.083
C  -6.152  1.523  2.160
H  0.271  5.901  -2.386
C  -3.615  0.580  1.454
N  -0.193  -0.951  -2.863
C  -4.722  0.352  0.612
C  3.301  -0.007  2.963
H  6.184  0.202  1.214
H  -0.449  1.161  -3.395
C  -0.289  2.226  -3.270
C  -3.818  1.284  2.642
Rh  0.068  -0.320  -0.817
C  2.297  -2.728  -0.972
C  2.826  0.333  0.546
C  -2.269  0.108  1.058
H  -7.137  1.887  2.428

Output
HOMO (spin up / spin down) = -2.03 / -4.61 eV
Charge = -1
⟨S²⟩ = 8.80
Gap between HOMO and LUMO (spin up / spin down) = 4.63 / 6.54 eV
2S+1 = 6
Lowest unoccupied orbital energy (spin up / spin down) = 2.6 / 1.9 eV
Energy above the lowest of the compared OMol25 structures with the same formula, charge and spin = 0.0 kcal per mole

Partial charges, Mulliken, in e: N 0.31; N 1.10; H 0.37; N 0.15; H 0.39; H 0.29; H 0.44; C -0.82; C -0.61; C -0.48; H 0.37; C -0.61; C -0.37; C -0.18; H 0.41; H 0.45; C -0.66; C -0.90; C 1.01; H 0.43; H 0.31; H 0.38; C -1.29; C -0.17; O -0.90; H 0.45; C -0.76; O -0.73; O -0.68; N 0.58; C 0.70; O -0.69; C -0.51; H 0.40; C -0.16; H 0.45; H 0.42; N -0.77; H 0.25; H 0.31; H 0.33; O -0.40; C -0.26; H 0.37; C 0.20; N -0.73; C 0.22; C -1.16; H 0.36; H 0.53; C -0.08; C -0.32; Rh 0.46; C -0.88; C 0.30; C 0.98; H 0.35



Entry 2:
# C7H6ClNO3

An isolated molecule of C7H6ClNO3 in a non-equilibrium geometry (ωB97M-V/def2-TZVPD, the Open Molecules 2025 dataset).

Geometry (Å):
C  -0.629  -1.164  0.526
H  3.051  0.395  1.066
O  1.101  0.342  1.082
O  0.738  -0.229  -1.150
H  2.788  -0.455  -1.614
C  0.074  0.108  0.064
H  -0.270  -1.502  1.568
H  2.153  1.170  -1.778
H  -0.308  -1.921  -0.162
C  -3.182  -0.557  0.098
Cl  -4.445  0.348  -0.312
C  2.029  0.295  -1.043
N  -1.451  2.217  0.074
C  -0.823  1.273  0.054
O  -3.185  -1.995  0.410
C  2.255  0.797  0.397
H  2.150  1.887  0.322
C  -2.047  -1.009  0.397

Output
HOMO = -8.14 eV
Charge = 0
Gap between HOMO and LUMO = 8.78 eV
SMILES string = N#CC1(CC2=C(Cl)O2)OCCO1
Lowest unoccupied orbital energy = 0.6 eV
Energy above the lowest of the compared OMol25 structures with the same formula, charge and spin = 61.4 kcal per mole

Partial charges, Mulliken, in e: C -0.87; H 0.27; O -0.49; O -0.44; H 0.23; C 1.80; H 0.29; H 0.22; H 0.33; C 0.64; Cl -0.16; C -0.40; N -0.41; C -0.43; O -0.58; C -0.26; H 0.28; C -0.03



Entry 3:
# C7H12N2O2

An isolated molecule of C7H12N2O2 in a non-equilibrium geometry (ωB97M-V/def2-TZVPD, the Open Molecules 2025 dataset).

Geometry (Å):
H  -2.396  -0.179  -2.174
H  -0.320  2.398  -0.427
H  1.896  -1.915  -1.129
C  -2.116  0.227  -1.258
H  -2.248  1.246  -1.461
H  0.414  2.239  1.119
C  -0.353  1.852  0.433
C  3.378  -0.479  -0.655
N  2.196  1.018  0.428
H  -1.202  1.995  1.071
H  -2.817  -0.009  -0.506
O  -0.818  -0.243  -0.899
C  -0.789  -1.588  1.426
N  3.368  0.662  0.079
C  -0.215  0.376  0.205
C  1.320  0.102  -0.025
H  0.220  -1.841  1.122
C  2.078  -0.872  -0.763
H  4.282  -0.839  -0.931
H  -0.722  -1.889  2.445
H  -1.672  -2.058  0.838
O  -0.753  -0.161  1.391
H  4.307  1.135  0.322

Output
HOMO = -9.27 eV
Charge = 0
Gap between HOMO and LUMO = 10.19 eV
SMILES string = COC(C)(OC)c1cc[nH]n1
Lowest unoccupied orbital energy = 0.9 eV
Energy above the lowest of the compared OMol25 structures with the same formula, charge and spin = 84.5 kcal per mole

Partial charges, Mulliken, in e: H 0.35; H 0.49; H 0.33; C -0.98; H 0.34; H 0.45; C -2.13; C -0.52; N -0.58; H 0.46; H 0.36; O -0.39; C -0.61; N 0.02; C 1.45; C 0.13; H 0.22; C -0.32; H 0.59; H 0.35; H 0.19; O -0.44; H 0.26



Entry 4:
# C3H9N3O

A 2-piece molecular cluster, C3H9N3O overall in a non-equilibrium geometry (ωB97M-V/def2-TZVPD, the Open Molecules 2025 dataset).

Geometry (Å):
H  3.183  0.333  -0.976
N  -2.599  -1.835  0.480
O  -1.944  1.410  -0.468
H  -1.060  1.266  -0.148
H  3.209  1.612  0.141
C  1.255  0.832  -0.012
H  0.963  -0.322  1.438
H  -3.737  0.576  -0.280
H  -2.795  0.455  1.189
N  0.477  0.316  0.825
N  -2.190  -0.911  -0.228
C  2.695  0.706  -0.069
C  -2.696  0.445  0.074
H  0.633  1.184  -0.763
H  3.022  0.059  0.682
H  -1.961  -2.781  0.271

Output
HOMO = -8.63 eV
Charge = 0
Gap between HOMO and LUMO = 9.52 eV
SMILES string = [H]/N=N/CO.[H]/N=C\C
Lowest unoccupied orbital energy = 0.9 eV
Energy above the lowest of the compared OMol25 structures with the same formula, charge and spin = 91.9 kcal per mole

Partial charges, Mulliken, in e: H 0.28; N -0.57; O -0.53; H 0.37; H 0.30; C 0.26; H 0.20; H 0.30; H 0.26; N -0.57; N 0.11; C -1.16; C -0.20; H 0.39; H 0.32; H 0.24



Number 1: E -1742.3943 Ha. Number 2: E -1010.7879 Ha. Number 3: E -533.8253 Ha. Number 4: E -359.0980 Ha.